A cluster of 3 separate species, C15H33BClFO7 in total at a distorted geometry. Source: the Open Molecules 2025 dataset; level of theory: ωB97M-V with the def2-TZVPD basis set.

ORCA input file:
```
! wB97M-V def2-TZVPD RIJCOSX def2/J DEFGRID3
* xyz 0 1
F 5.72104 -2.96103 -0.00349
B 5.12361 -3.54395 -1.26992
Cl 5.93338 -5.05606 -1.99035
C 3.83413 -2.91778 -2.05633
C 2.38075 -3.18832 -1.05867
C 1.36942 -4.49440 -1.55897
O 2.36050 -4.51242 -0.23986
H 3.85496 -1.72682 -2.14391
H 3.61971 -3.31233 -3.11943
H 1.81908 -2.16317 -0.58834
H 1.55330 -5.62821 -1.47694
H 1.87352 -4.42315 -2.60251
C -0.92144 2.18103 -0.79040
O -0.01024 2.32560 -1.86715
C 1.16350 1.52968 -1.69062
C 1.92077 1.39429 -3.01450
O 1.36073 0.39022 -3.87170
C 0.14181 0.75475 -4.53428
C 0.36063 1.74068 -5.68440
O 0.46723 3.07360 -5.18272
C 1.02845 3.96099 -6.13609
H -0.45411 2.48465 0.15247
H -1.78435 2.82459 -0.98130
H -1.27048 1.14604 -0.72469
H 0.89320 0.53581 -1.31743
H 1.80001 2.03491 -0.95587
H 2.93492 1.05003 -2.78926
H 2.01555 2.35065 -3.53242
H -0.60264 1.11369 -3.82016
H -0.24604 -0.17842 -4.95745
H -0.49968 1.70941 -6.36173
H 1.26874 1.46984 -6.23463
H 2.05240 3.65842 -6.37813
H 1.05976 4.96222 -5.69774
H 0.41801 3.98954 -7.04134
C -1.15353 -2.80546 3.08798
O -1.33502 -1.63808 3.87210
C -0.49771 -0.56334 3.44067
C -0.99040 0.76420 4.02319
O -2.09021 1.31675 3.28717
C -3.35778 0.68043 3.50170
C -3.97640 1.02684 4.85817
O -3.41144 0.21057 5.88493
C -3.66575 0.72800 7.18067
H -0.11562 -3.15039 3.14603
H -1.80915 -3.58797 3.47923
H -1.43092 -2.61095 2.04751
H -0.49079 -0.50575 2.34671
H 0.51638 -0.76669 3.80198
H -0.18158 1.49525 3.92776
H -1.22467 0.68373 5.08643
H -3.28886 -0.39815 3.34389
H -4.01459 1.07599 2.71911
H -5.05309 0.82710 4.83094
H -3.80699 2.08628 5.08104
H -3.19354 1.70898 7.29598
H -3.22807 0.04665 7.91538
H -4.74037 0.80138 7.36166
*
```

Summary:
HOMO: -0.326 Eh
SMILES string: FB(Cl)C[C@H]1CO1.COCCOCCOC.COCCOCCOC
Kohn-Sham gap: 8.202 eV
Maximum force: 0.12208 Eh/bohr

---

An isolated molecule of C5H2ClN3S3 at a distorted geometry. Source: the Open Molecules 2025 dataset; level of theory: ωB97M-V with the def2-TZVPD basis set.

ORCA input file:
```
! wB97M-V def2-TZVPD RIJCOSX def2/J DEFGRID3
* xyz 0 1
C 2.84178 0.81719 -0.04844
C 1.49929 0.23960 -0.12209
C -0.82950 0.48607 0.08856
C -2.52519 -0.73438 0.75666
C -3.08757 -0.10627 -0.24781
H -2.91441 -1.53611 1.52491
H -4.23045 -0.27206 -0.82057
N 3.82094 0.05626 -0.21004
N 0.47288 1.03703 0.00148
N -1.17630 -0.39011 0.90781
S 3.59062 -1.57008 -0.45423
S 1.49765 -1.49445 -0.33238
S -2.01809 0.95590 -1.10596
Cl 3.05836 2.51141 0.06208
*
```

Summary:
HOMO: -0.319 Eh
SMILES string: Clc1nss/c1=N\c1nccs1
Relative energy (zero: lowest compared OMol25 entry of this formula, charge and spin): 0.789 eV
Kohn-Sham gap: 8.168 eV
Maximum force: 0.13248 Eh/bohr

---

A cluster of 5 separate species, C4H16O4 in total at a distorted geometry. Source: the Open Molecules 2025 dataset; level of theory: ωB97M-V with the def2-TZVPD basis set.

ORCA input file:
```
! wB97M-V def2-TZVPD RIJCOSX def2/J DEFGRID3
* xyz 1 2
C -2.00077 -0.93085 -0.71164
C -0.71005 -1.69206 -0.99520
C 0.52133 -0.90513 -0.77355
C 1.69328 -0.97787 -1.43983
H -1.93770 -0.03970 -1.17645
H -2.88433 -1.48450 -1.31808
H -2.00143 -0.80596 0.44691
H -0.72826 -2.19120 -2.00892
H -0.71600 -2.70349 -0.21094
H 0.41165 -0.24795 0.05188
H 2.51663 -0.32314 -1.33114
H 1.99995 -1.72961 -2.13813
H 1.09844 -0.14201 2.12991
H 1.58330 -1.33587 2.77800
O 1.22610 -1.03921 1.94106
H -1.15679 2.83879 -2.31665
H 0.10104 2.27758 -2.94042
O -0.36165 3.05338 -2.87058
H -2.20118 1.80313 3.11965
H -1.35066 1.48771 1.94785
O -2.17969 1.34773 2.31608
H 2.48643 0.93234 1.14042
H 2.60021 1.41851 2.55678
O 1.99011 1.38941 1.80299
*
```

Summary:
HOMO (alpha / beta): -0.531 / -0.531 Eh
Expectation value of S²: 0.756
Relative energy (zero: lowest compared OMol25 entry of this formula, charge and spin): 2.294 eV
Kohn-Sham gap (alpha / beta): 9.656 / 5.527 eV
Maximum force: 0.08410 Eh/bohr

---

A structure of composition C18H9BaF6IN4O8S4 at a distorted geometry. Source: the Open Molecules 2025 dataset; level of theory: ωB97M-V with the def2-TZVPD basis set.

ORCA input file:
```
! wB97M-V def2-TZVPD RIJCOSX def2/J DEFGRID3
* xyz -2 1
Ba 1.77785 0.19257 -0.46444
O -3.02611 -0.82979 1.75528
C -1.94328 -0.57567 0.97913
O -0.99431 0.04410 1.34927
C -2.03864 -1.23862 -0.38853
C -2.93755 -2.24225 -0.67611
C -2.85062 -2.82347 -1.93899
C -1.89082 -2.37533 -2.82657
C -1.04622 -1.34018 -2.43999
N -1.13341 -0.77238 -1.23284
C 0.07384 -0.76646 -3.31607
O 0.46412 -1.76248 -4.28480
O 1.11318 -0.43269 -2.52828
H -2.83025 -0.34001 2.56591
H -3.65378 -2.56546 0.06583
H -3.52591 -3.62693 -2.21133
H -1.76970 -2.80752 -3.81057
H 1.40389 -1.83638 -4.08240
S 0.10879 2.70422 -1.52211
C -0.17996 3.30740 0.07772
C -1.49480 3.60091 0.50116
C -1.81342 4.06679 1.76517
C -3.21717 4.30790 2.09903
N -4.32595 4.48310 2.35922
C -0.79075 4.27627 2.68774
C 0.51403 4.00098 2.30666
C 0.88135 3.51338 1.03913
S 2.57535 3.18419 0.71323
C -1.05407 4.76718 4.03961
N -1.24536 5.14957 5.10987
H -2.30078 3.44328 -0.20686
H 1.30656 4.15658 3.02840
F 1.88139 -4.74121 -0.34369
C 1.73854 -3.55588 -0.92022
F 0.49601 -3.13737 -0.78385
F 2.06026 -3.64192 -2.20258
S 2.93861 -2.37710 -0.11479
O 3.38930 -1.43767 -1.14561
O 3.92521 -3.23690 0.47651
N 1.91239 -1.70271 0.96077
S 2.64500 -0.64520 2.01022
O 1.73336 0.37246 2.42870
O 3.95788 -0.29474 1.50547
C 2.92566 -1.65275 3.51701
F 3.31100 -0.81434 4.48189
F 1.80195 -2.26509 3.89192
F 3.87338 -2.55735 3.29600
I -1.89006 0.20323 -5.62770
C -0.41415 0.48447 -4.04699
H -0.87885 1.18914 -3.35950
H 0.43701 0.94811 -4.53605
*
```

Summary:
HOMO: -0.040 Eh
Relative energy (zero: lowest compared OMol25 entry of this formula, charge and spin): 3.804 eV
Kohn-Sham gap: 4.752 eV
Maximum force: 0.17243 Eh/bohr

---

An isolated molecule of C6H8N2O2 at a distorted geometry. Source: the Open Molecules 2025 dataset; level of theory: ωB97M-V with the def2-TZVPD basis set.

ORCA input file:
```
! wB97M-V def2-TZVPD RIJCOSX def2/J DEFGRID3
* xyz 0 1
O 0.08433 2.08427 -0.52301
C -0.01720 1.01484 0.00968
C 0.91267 0.13142 0.86950
N -0.20402 -0.81304 1.04801
C -1.07448 -0.01762 0.17284
C -2.55276 0.19414 0.32707
C -2.02544 -0.52323 -0.87625
C 2.11386 -0.41919 0.11479
N 2.88422 0.48126 -0.50998
H 1.24442 0.62479 1.79654
H 0.03011 -1.71703 0.63863
H -3.02644 -0.40023 1.10954
H -2.92438 1.21320 0.21154
H -2.02069 -0.00929 -1.83856
H -2.14227 -1.60689 -0.92190
O 2.20216 -1.60879 -0.19442
H 3.35852 1.18422 0.04072
H 3.15739 0.18717 -1.47473
*
```

Summary:
HOMO: -0.339 Eh
SMILES string: NC(=O)[C@@H]1NC2(CC2)C1=O
Relative energy (zero: lowest compared OMol25 entry of this formula, charge and spin): 2.262 eV
Kohn-Sham gap: 9.992 eV
Maximum force: 0.05522 Eh/bohr

---

A cluster of 4 separate species, CH9NO4 in total at a distorted geometry. Source: the Open Molecules 2025 dataset; level of theory: ωB97M-V with the def2-TZVPD basis set.

ORCA input file:
```
! wB97M-V def2-TZVPD RIJCOSX def2/J DEFGRID3
* xyz 0 1
C -0.38094 1.88519 0.52016
N -1.24220 0.93100 0.98110
O 0.04553 1.92291 -0.60825
H -0.14473 2.63126 1.29287
H -1.15972 0.78301 1.97549
H -1.28776 0.14805 0.33322
H 0.79076 0.52926 -2.00462
H 0.71679 0.36404 -3.48691
O 0.64334 -0.14654 -2.69349
H 0.23107 -1.43737 1.56349
H 1.61733 -1.09530 2.04321
O 0.77109 -1.40121 2.34714
H -0.01404 -2.31383 -0.34471
H -0.33933 -1.40937 -1.44327
O -0.24721 -1.39111 -0.47543
*
```

Summary:
HOMO: -0.376 Eh
SMILES string: NC=O.O.O.O
Relative energy (zero: lowest compared OMol25 entry of this formula, charge and spin): 0.564 eV
Kohn-Sham gap: 10.862 eV
Maximum force: 0.02103 Eh/bohr